Model i:
This record from the OMol25 dataset describes a 2-piece molecular cluster, C3H10NO2Si overall. The level of theory is ωB97M-V/def2-TZVPD.

Values from the calculation:
Total charge: +1
HOMO energy: -14.28 eV
HOMO-LUMO gap: 9.636 eV
E_LUMO: -4.6 eV

Element x y z (Å)
C 1.959 -0.285 1.347
C 1.639 0.588 0.225
C 0.466 1.488 0.332
N -0.429 1.269 1.227
O 1.156 -0.466 2.196
O -1.248 -0.070 -1.602
Si -1.785 -1.529 -1.003
H 2.992 -0.748 1.084
H 2.491 1.004 -0.283
H 1.327 -0.142 -0.561
H 0.121 2.275 -0.419
H -1.411 1.675 0.926
H -1.249 -0.102 -2.578
H -0.192 0.524 2.004
H -1.285 -1.283 0.309
H -3.155 -1.451 -1.411
H -1.398 -2.747 -1.791

---

Model ii:
This record from the OMol25 dataset describes an isolated ion of composition C3H10NO2Si and charge +1. The level of theory is ωB97M-V/def2-TZVPD.

Values from the calculation:
Total charge: +1
HOMO energy: -13.26 eV
HOMO-LUMO gap: 8.223 eV
E_LUMO: -5.0 eV

Element x y z (Å)
C -1.351 0.097 0.759
C -1.999 -1.038 0.981
C 1.277 0.877 -0.982
N 0.103 1.700 -1.390
O 0.503 -1.996 -0.392
O 1.710 -0.404 1.475
Si 0.794 -0.574 0.188
H -1.605 0.751 -0.004
H -0.969 0.579 1.668
H -2.612 -1.529 0.222
H 2.070 1.480 -0.294
H 1.685 0.455 -1.986
H -2.180 -1.759 1.796
H 0.413 2.227 -2.185
H -0.351 2.260 -0.684
H 0.459 -2.261 -1.337
H 2.053 -0.865 2.165

---

Ranked by calculated energy, most stable first: model ii, model i.

---

Model i:
This record from the OMol25 dataset describes one molecule with the formula C2H2FNO. The level of theory is ωB97M-V/def2-TZVPD.

Values from the calculation:
HOMO energy: -10.44 eV
HOMO-LUMO gap: 10.702 eV
E_LUMO: 0.3 eV
Structure (SMILES): O=C1CN1F

Element x y z (Å)
C 0.616 0.566 0.118
C -0.810 0.108 0.007
N 0.364 -0.693 0.282
O 1.547 1.499 -0.077
F 0.844 -1.862 -0.232
H -1.447 0.028 0.888
H -1.114 0.354 -0.986

---

Model ii:
This record from the OMol25 dataset describes one molecule with the formula C2H2FNO. The level of theory is ωB97M-V/def2-TZVPD.

Values from the calculation:
HOMO energy: -12.38 eV
HOMO-LUMO gap: 12.963 eV
E_LUMO: 0.6 eV
Structure (SMILES): N#C[C@@H](O)F

Element x y z (Å)
C -0.478 0.982 -0.471
C 0.372 -0.147 -0.122
N -1.271 1.774 -0.689
O 0.245 -0.561 1.173
F 0.092 -1.171 -1.000
H 1.687 0.011 -0.248
H -0.647 -0.887 1.357

---

Ranked by calculated energy, most stable first: model ii, model i.

---

Model i:
This record from the OMol25 dataset describes C32H33Cl7NO3PtS as an isolated structure. The level of theory is ωB97M-V/def2-TZVPD.

Values from the calculation:
Total charge: -1
HOMO energy (spin up / spin down): -4.08 / -4.08 eV
HOMO-LUMO gap (spin up / spin down): 5.576 / 5.576 eV
E_LUMO (spin up / spin down): 1.5 / 1.5 eV

Element x y z (Å)
Pt 0.969 -0.856 1.008
Cl 1.653 0.658 3.473
C 2.651 -0.758 3.328
C 2.561 -1.508 2.142
C 3.411 -2.612 2.076
Cl 3.425 -3.668 0.685
C 4.282 -2.958 3.119
Cl 5.336 -4.321 2.985
C 4.295 -2.213 4.294
Cl 5.319 -2.662 5.609
C 3.462 -1.104 4.401
Cl 3.432 -0.189 5.866
Cl 2.396 -3.229 -2.252
C 2.763 -3.764 -3.889
Cl 1.293 -4.002 -4.860
H 3.285 -4.710 -3.837
H 3.364 -3.007 -4.375
C -2.104 -4.681 0.204
C -1.987 -3.435 -0.635
C -2.996 -3.056 -1.512
C -2.850 -1.913 -2.289
C -3.943 -1.480 -3.238
C -1.700 -1.144 -2.189
C -0.678 -1.454 -1.264
C -0.846 -2.660 -0.542
N 0.462 -0.692 -1.034
C 0.789 0.528 -1.800
C 0.996 0.220 -3.296
C 1.437 1.488 -4.043
C 2.770 1.990 -3.480
C 2.597 2.304 -1.989
C 1.555 3.414 -1.829
C 0.219 2.926 -2.398
C 0.383 2.589 -3.885
C -0.239 1.677 -1.638
C 2.137 1.040 -1.257
H -3.024 -5.224 -0.024
H -2.113 -4.417 1.265
H -1.255 -5.345 0.030
H -3.905 -3.647 -1.582
H -4.738 -2.226 -3.285
H -3.549 -1.334 -4.246
H -4.381 -0.536 -2.907
H -1.634 -0.263 -2.810
H -0.053 -2.976 0.128
H 0.085 -0.178 -3.745
H 1.769 -0.551 -3.393
H 1.559 1.250 -5.104
H 3.083 2.892 -4.019
H 3.549 1.232 -3.620
H 3.553 2.635 -1.571
H 1.885 4.314 -2.361
H 1.434 3.668 -0.771
H -0.536 3.708 -2.280
H 0.694 3.481 -4.442
H -0.575 2.253 -4.299
H -1.221 1.372 -1.998
H -0.344 1.885 -0.579
H 2.025 1.232 -0.188
H 2.886 0.250 -1.374
C -3.188 4.558 5.637
C -2.895 3.321 4.820
C -2.152 2.275 5.357
C -1.846 1.149 4.598
C -2.303 1.056 3.295
C -3.077 2.081 2.751
C -3.367 3.203 3.511
S -1.647 -0.141 2.143
O -0.890 -1.130 2.908
O -2.764 -0.658 1.395
O -0.745 0.749 1.358
H -2.386 4.750 6.351
H -4.119 4.436 6.197
H -3.298 5.433 4.995
H -1.796 2.343 6.381
H -1.249 0.342 5.007
H -3.419 1.985 1.726
H -3.953 4.010 3.080

---

Model ii:
This record from the OMol25 dataset describes C32H33Cl7NO3PtS as an isolated structure. The level of theory is ωB97M-V/def2-TZVPD.

Values from the calculation:
Total charge: -1
HOMO energy: -4.47 eV
HOMO-LUMO gap: 6.634 eV
E_LUMO: 2.2 eV

Element x y z (Å)
Pt -0.365 -0.246 0.003
Cl 0.072 -2.067 2.145
C 1.401 -2.143 1.039
C 1.268 -1.335 -0.088
C 2.298 -1.434 -1.025
Cl 2.201 -0.603 -2.535
C 3.417 -2.239 -0.796
Cl 4.690 -2.312 -1.961
C 3.525 -2.997 0.367
Cl 4.908 -3.980 0.657
C 2.488 -2.958 1.294
Cl 2.556 -3.898 2.735
Cl -3.541 1.200 -1.706
C -5.048 1.597 -0.874
Cl -6.474 0.952 -1.734
H -5.153 2.674 -0.845
H -5.005 1.150 0.113
C -2.084 -1.374 -4.729
C -1.491 -0.065 -4.274
C -1.504 1.054 -5.104
C -0.973 2.247 -4.643
C -0.994 3.484 -5.507
C -0.428 2.328 -3.365
C -0.399 1.222 -2.495
C -0.946 0.026 -3.009
N 0.083 1.247 -1.194
C 0.811 2.393 -0.618
C 2.038 2.811 -1.455
C 2.728 4.032 -0.835
C 3.267 3.657 0.546
C 2.096 3.214 1.422
C 1.126 4.385 1.594
C 0.574 4.776 0.222
C 1.728 5.186 -0.701
C -0.159 3.575 -0.382
C 1.368 2.027 0.773
H -2.469 -1.300 -5.747
H -2.906 -1.674 -4.076
H -1.339 -2.172 -4.705
H -1.939 0.995 -6.096
H -1.417 3.271 -6.490
H 0.013 3.883 -5.654
H -1.594 4.274 -5.048
H -0.056 3.292 -3.059
H -0.952 -0.854 -2.375
H 1.780 3.024 -2.490
H 2.729 1.964 -1.484
H 3.554 4.337 -1.485
H 3.785 4.507 1.004
H 3.996 2.845 0.450
H 2.462 2.893 2.401
H 1.641 5.235 2.058
H 0.304 4.098 2.257
H -0.127 5.609 0.329
H 2.234 6.070 -0.296
H 1.338 5.462 -1.687
H -0.659 3.870 -1.304
H -0.944 3.219 0.292
H 0.552 1.706 1.428
H 2.054 1.180 0.677
C -3.539 -3.968 6.851
C -3.389 -3.087 5.638
C -3.303 -3.634 4.363
C -3.192 -2.823 3.240
C -3.163 -1.445 3.389
C -3.243 -0.881 4.655
C -3.353 -1.699 5.767
S -3.003 -0.388 1.964
O -2.756 -1.295 0.836
O -4.244 0.360 1.883
O -1.832 0.439 2.244
H -3.111 -4.956 6.677
H -4.593 -4.105 7.107
H -3.044 -3.533 7.720
H -3.318 -4.712 4.242
H -3.112 -3.244 2.247
H -3.205 0.196 4.764
H -3.404 -1.255 6.756

---

Ranked by calculated energy, most stable first: model ii, model i.

---

Model i:
This record from the OMol25 dataset describes C40H67CdGeINO6Se as an isolated structure. The level of theory is ωB97M-V/def2-TZVPD.

Values from the calculation:
Expectation value of S²: 0.7528
HOMO energy (spin up / spin down): -8.00 / -8.00 eV
HOMO-LUMO gap (spin up / spin down): 7.569 / 5.191 eV
Multiplicity: 2
E_LUMO (spin up / spin down): -0.4 / -2.8 eV

Element x y z (Å)
Cd 0.301 -0.307 1.865
C -3.505 1.476 3.124
C -2.894 0.154 3.581
C -3.442 -0.217 4.957
C -3.228 -0.956 2.584
O -1.484 0.345 3.620
Ge -0.283 -0.444 4.861
O 1.065 0.554 3.903
C 1.266 1.960 4.132
C 0.571 2.425 5.409
C 0.724 2.751 2.945
C 2.767 2.180 4.264
O 0.019 -1.774 3.510
C 0.523 -3.110 3.569
C -0.614 -4.042 3.168
C 1.684 -3.218 2.583
C 1.006 -3.426 4.979
H -4.590 1.398 3.021
H -3.084 1.766 2.160
H -3.279 2.263 3.847
H -4.531 -0.280 4.926
H -3.163 0.533 5.700
H -3.061 -1.187 5.285
H -4.304 -1.140 2.541
H -2.725 -1.878 2.873
H -2.897 -0.685 1.577
H -0.513 2.316 5.326
H 0.788 3.480 5.583
H 0.922 1.860 6.275
H -0.344 2.559 2.832
H 1.250 2.470 2.027
H 0.871 3.823 3.094
H 3.145 1.647 5.140
H 3.019 3.236 4.384
H 3.269 1.820 3.366
H -0.993 -3.754 2.186
H -1.433 -3.975 3.888
H -0.277 -5.079 3.123
H 1.329 -3.056 1.563
H 2.156 -4.201 2.626
H 2.433 -2.464 2.833
H 0.192 -3.333 5.700
H 1.809 -2.744 5.268
H 1.389 -4.447 5.029
C 2.360 5.539 -3.104
C 1.553 4.306 -3.536
C 2.149 3.736 -4.831
C 0.118 4.749 -3.825
C 1.615 3.248 -2.440
C 0.497 2.764 -1.793
C 0.610 1.778 -0.814
Se -1.018 1.273 0.075
C -1.588 -0.204 -1.019
C -2.578 0.076 -1.949
C -3.051 -0.911 -2.797
C -2.481 -2.174 -2.670
C -1.503 -2.511 -1.741
C -1.059 -1.502 -0.849
O -0.122 -1.736 0.064
C -1.010 -3.970 -1.781
C -2.211 -4.901 -1.533
C 0.059 -4.365 -0.760
C -0.430 -4.253 -3.177
C -4.139 -0.667 -3.839
C -4.636 0.778 -3.822
C -3.586 -0.969 -5.239
C -5.330 -1.591 -3.551
C 1.853 1.246 -0.417
O 1.953 0.268 0.456
C 3.014 1.748 -1.083
C 2.853 2.720 -2.052
C 4.402 1.215 -0.717
C 5.514 1.928 -1.494
C 4.664 1.440 0.779
C 4.513 -0.287 -1.026
H 2.331 6.302 -3.885
H 1.950 5.967 -2.188
H 3.406 5.289 -2.919
H 2.117 4.486 -5.624
H 3.189 3.436 -4.696
H 1.587 2.861 -5.162
H 0.121 5.502 -4.616
H -0.500 3.915 -4.162
H -0.351 5.194 -2.945
H -0.489 3.136 -2.034
H -2.960 1.086 -2.003
H -2.824 -2.949 -3.343
H -2.637 -4.719 -0.544
H -3.003 -4.770 -2.270
H -1.885 -5.942 -1.577
H -0.274 -4.212 0.262
H 0.274 -5.428 -0.897
H 0.996 -3.826 -0.891
H -1.161 -4.090 -3.970
H 0.429 -3.611 -3.381
H -0.096 -5.291 -3.236
H -3.835 1.484 -4.050
H -5.413 0.904 -4.578
H -5.066 1.045 -2.855
H -2.737 -0.322 -5.468
H -3.253 -2.004 -5.326
H -4.358 -0.802 -5.992
H -5.746 -1.389 -2.563
H -6.116 -1.436 -4.293
H -5.041 -2.643 -3.585
H 3.733 3.092 -2.556
H 5.523 3.002 -1.299
H 6.477 1.526 -1.178
H 5.427 1.770 -2.571
H 4.596 2.501 1.029
H 3.943 0.888 1.377
H 5.667 1.091 1.038
H 4.258 -0.490 -2.070
H 5.542 -0.618 -0.865
H 3.868 -0.871 -0.374
I 4.597 -0.789 4.207
O 1.316 -0.939 -1.835
N 1.560 -1.406 -0.852

---

Model ii:
This record from the OMol25 dataset describes C40H67CdGeINO6Se as an isolated structure. The level of theory is ωB97M-V/def2-TZVPD.

Values from the calculation:
Expectation value of S²: 0.7527
HOMO energy (spin up / spin down): -8.05 / -8.05 eV
HOMO-LUMO gap (spin up / spin down): 8.060 / 4.946 eV
Multiplicity: 2
E_LUMO (spin up / spin down): 0.0 / -3.1 eV

Element x y z (Å)
Cd 0.367 -0.531 1.841
C -3.004 2.153 3.466
C -2.732 0.685 3.811
C -3.133 0.425 5.267
C -3.559 -0.237 2.901
O -1.358 0.428 3.600
Ge -0.128 -0.386 4.810
O 1.271 0.433 3.787
C 1.752 1.758 3.994
C 1.205 2.362 5.292
C 1.298 2.622 2.814
C 3.277 1.708 4.073
O 0.025 -1.829 3.535
C 0.254 -3.221 3.733
C -1.025 -3.970 3.348
C 1.417 -3.637 2.835
C 0.601 -3.506 5.194
H -4.070 2.378 3.533
H -2.664 2.359 2.450
H -2.461 2.804 4.153
H -4.183 0.671 5.421
H -2.522 1.028 5.942
H -2.974 -0.629 5.512
H -4.617 -0.212 3.169
H -3.188 -1.258 3.005
H -3.460 0.066 1.857
H 0.114 2.425 5.254
H 1.608 3.366 5.428
H 1.487 1.746 6.148
H 0.209 2.567 2.736
H 1.747 2.256 1.887
H 1.588 3.665 2.948
H 3.585 1.208 4.995
H 3.700 2.714 4.058
H 3.674 1.143 3.229
H -1.423 -3.547 2.425
H -1.779 -3.863 4.130
H -0.824 -5.032 3.194
H 1.177 -3.430 1.789
H 1.641 -4.698 2.950
H 2.299 -3.055 3.110
H -0.196 -3.145 5.845
H 1.529 -2.998 5.468
H 0.726 -4.579 5.344
C 1.549 5.744 -2.650
C 0.826 4.501 -3.190
C 1.372 4.142 -4.580
C -0.663 4.826 -3.331
C 1.066 3.330 -2.240
C 0.048 2.710 -1.538
C 0.332 1.626 -0.722
Se -1.129 0.827 0.244
C -1.564 -0.548 -1.044
C -2.345 -0.188 -2.126
C -2.639 -1.126 -3.102
C -2.204 -2.429 -2.875
C -1.432 -2.835 -1.792
C -1.044 -1.845 -0.860
O -0.114 -2.036 0.071
C -1.089 -4.331 -1.710
C -2.411 -5.121 -1.711
C -0.317 -4.734 -0.452
C -0.246 -4.731 -2.930
C -3.390 -0.784 -4.385
C -3.671 0.716 -4.496
C -2.537 -1.198 -5.594
C -4.727 -1.539 -4.404
C 1.633 1.131 -0.533
O 1.836 0.067 0.243
C 2.691 1.795 -1.205
C 2.364 2.856 -2.036
C 4.155 1.406 -0.968
C 5.123 2.293 -1.755
C 4.469 1.584 0.528
C 4.413 -0.054 -1.370
H 1.384 6.598 -3.310
H 1.175 5.997 -1.657
H 2.624 5.575 -2.577
H 1.161 4.947 -5.287
H 2.451 3.985 -4.560
H 0.901 3.228 -4.947
H -0.792 5.643 -4.042
H -1.218 3.963 -3.705
H -1.093 5.140 -2.378
H -0.976 3.049 -1.604
H -2.690 0.835 -2.203
H -2.459 -3.181 -3.611
H -3.061 -4.777 -0.904
H -2.951 -5.016 -2.652
H -2.212 -6.184 -1.560
H -0.821 -4.383 0.444
H -0.253 -5.824 -0.405
H 0.694 -4.331 -0.460
H -0.761 -4.531 -3.870
H 0.694 -4.176 -2.936
H -0.020 -5.799 -2.886
H -2.744 1.293 -4.470
H -4.171 0.923 -5.444
H -4.326 1.060 -3.693
H -1.563 -0.706 -5.559
H -2.370 -2.276 -5.621
H -3.040 -0.912 -6.520
H -5.327 -1.262 -3.535
H -5.293 -1.298 -5.306
H -4.568 -2.618 -4.381
H 3.165 3.358 -2.559
H 5.017 3.343 -1.476
H 6.145 1.992 -1.523
H 4.981 2.191 -2.833
H 4.264 2.610 0.844
H 3.862 0.903 1.121
H 5.523 1.368 0.718
H 4.121 -0.228 -2.407
H 5.476 -0.281 -1.263
H 3.859 -0.736 -0.732
I 4.711 -1.825 4.512
O 1.351 -1.331 -1.805
N 1.544 -1.587 -0.724

---

Ranked by calculated energy, most stable first: model i, model ii.

---

Model i:
This record from the OMol25 dataset describes one molecule with the formula C2H2FNO2. The level of theory is ωB97M-V/def2-TZVPD.

Values from the calculation:
HOMO energy (spin up / spin down): -10.40 / -10.40 eV
HOMO-LUMO gap (spin up / spin down): 8.887 / 8.884 eV
E_LUMO (spin up / spin down): -1.5 / -1.5 eV
Structure (SMILES): O=C/C=[N+](\[O-])F

Element x y z (Å)
C -0.121 -0.378 -0.764
C -0.334 -0.768 0.594
N -0.432 -1.144 -1.748
O -0.731 -1.816 1.013
O -1.301 -2.283 -1.663
F -0.090 -0.634 -2.977
H 0.351 0.662 -0.980
H -0.018 -0.044 1.410

---

Model ii:
This record from the OMol25 dataset describes a 2-piece molecular cluster, C2H2FNO2 overall. The level of theory is ωB97M-V/def2-TZVPD.

Values from the calculation:
HOMO energy: -11.53 eV
HOMO-LUMO gap: 12.158 eV
E_LUMO: 0.6 eV
Structure (SMILES): O=C=O.C=NF

Element x y z (Å)
C 2.480 0.022 -2.492
C 2.291 -0.410 0.271
N 1.265 -0.131 -0.332
O 2.278 -1.025 -2.906
O 2.745 1.067 -2.177
F 0.323 0.883 0.173
H 2.795 0.002 1.160
H 2.881 -1.178 -0.294

---

Ranked by calculated energy, most stable first: model ii, model i.

---

Model i:
This record from the OMol25 dataset describes a 2-piece molecular cluster, C6H12S2 overall. The level of theory is ωB97M-V/def2-TZVPD.

Values from the calculation:
HOMO energy: -7.84 eV
HOMO-LUMO gap: 8.484 eV
E_LUMO: 0.6 eV
Structure (SMILES): C=CC=C.CSSC

Element x y z (Å)
C 2.928 -1.876 -1.804
C 1.604 -1.949 -1.902
C 0.831 -2.880 -1.082
C -0.487 -2.808 -0.920
H 3.443 -2.642 -1.233
H 3.548 -1.126 -2.272
H 1.069 -1.286 -2.573
H 1.411 -3.605 -0.519
H -0.992 -3.546 -0.311
H -1.076 -2.008 -1.348
C 0.632 0.928 -0.710
S -0.090 2.148 0.413
S -1.197 0.807 1.568
C -2.335 2.004 2.298
H 1.389 0.327 -0.220
H -0.166 0.281 -1.071
H 1.010 1.485 -1.563
H -3.124 2.302 1.612
H -2.737 1.514 3.183
H -1.781 2.869 2.659

---

Model ii:
This record from the OMol25 dataset describes a 2-piece molecular cluster, C6H12S2 overall. The level of theory is ωB97M-V/def2-TZVPD.

Values from the calculation:
HOMO energy (spin up / spin down): -8.09 / -7.26 eV
HOMO-LUMO gap (spin up / spin down): 7.268 / 5.731 eV
E_LUMO (spin up / spin down): -0.8 / -1.5 eV

Element x y z (Å)
C -0.318 -0.895 -0.367
C -1.464 0.054 -0.229
C -0.075 0.486 -0.151
C 0.039 -1.946 0.726
C -2.533 0.496 -1.134
C 2.517 1.076 -0.589
S 1.145 0.499 2.603
S 0.889 1.871 -0.753
H 0.013 -1.342 -1.302
H -1.895 -0.102 0.821
H -0.211 -2.969 0.386
H -0.557 -1.808 1.607
H 1.169 -1.858 1.046
H -3.039 -0.339 -1.731
H -2.263 1.308 -1.775
H -3.338 0.919 -0.641
H 3.306 1.768 -0.684
H 2.602 0.340 -1.420
H 2.409 0.700 0.457
H 1.604 1.743 3.129

---

Ranked by calculated energy, most stable first: model i, model ii.